{"formula": "C4H8OS3", "method": "wB97M-V/def2-TZVPD", "homo_lumo_gap_ev": 8.730, "e_above_lowest_kcal_mol": 13.48, "homo_energy_ev": -8.56, "smiles": "CSC(SC)C(O)=S", "symbols": ["C", "S", "C", "S", "C", "C", "O", "S", "H", "H", "H", "H", "H", "H", "H", "H"], "coordinates": [[0.713, 1.796, 0.600], [0.317, 1.437, -1.110], [0.299, -0.372, -1.205], [-1.328, -1.161, -1.008], [-2.018, -0.324, 0.411], [1.434, -1.076, -0.413], [1.056, -2.084, 0.346], [3.014, -0.621, -0.528], [0.046, 1.360, 1.345], [0.654, 2.873, 0.704], [1.699, 1.463, 0.883], [0.542, -0.601, -2.313], [-2.091, 0.737, 0.227], [-3.051, -0.701, 0.560], [-1.417, -0.477, 1.320], [0.129, -2.250, 0.180]]}


{"formula": "C22H30N4O2RuS3", "method": "wB97M-V/def2-TZVPD", "homo_lumo_gap_ev": [8.715, 5.816], "total_charge": 3, "spin_multiplicity": 6, "homo_energy_ev": [-17.18, -17.18], "symbols": ["Ru", "C", "C", "S", "C", "C", "S", "C", "C", "S", "H", "H", "H", "H", "H", "H", "H", "H", "H", "H", "H", "H", "O", "C", "C", "C", "C", "N", "C", "C", "C", "C", "C", "C", "O", "C", "C", "N", "H", "H", "H", "H", "H", "H", "H", "H", "H", "H", "H", "H", "C", "C", "N", "C", "C", "N", "H", "H", "H", "H", "H", "H"], "coordinates": [[-0.974, 0.051, -0.333], [-3.783, 1.151, -2.437], [-3.605, 2.441, -1.662], [-2.003, 2.548, -0.759], [-2.505, 3.043, 0.931], [-3.404, 2.085, 1.685], [-2.787, 0.353, 1.721], [-4.260, -0.601, 1.181], [-4.787, -0.305, -0.208], [-3.506, -0.412, -1.524], [-3.082, 1.090, -3.270], [-4.797, 1.106, -2.841], [-4.401, 2.616, -0.943], [-3.603, 3.269, -2.374], [-2.992, 4.016, 0.845], [-1.551, 3.175, 1.445], [-4.421, 2.067, 1.300], [-3.443, 2.409, 2.727], [-5.043, -0.417, 1.920], [-3.940, -1.640, 1.264], [-5.254, 0.675, -0.279], [-5.539, -1.059, -0.452], [4.452, -1.650, 4.027], [3.183, -2.166, 4.269], [2.198, -1.623, 3.281], [0.863, -2.032, 3.278], [0.017, -1.505, 2.321], [0.411, -0.627, 1.402], [1.692, -0.218, 1.379], [2.599, -0.698, 2.319], [2.065, 0.740, 0.318], [3.379, 1.139, 0.072], [3.660, 2.041, -0.953], [5.086, 2.402, -1.280], [5.790, 1.222, -1.530], [2.591, 2.548, -1.687], [1.316, 2.094, -1.396], [1.058, 1.219, -0.435], [5.093, -1.989, 4.666], [2.837, -1.920, 5.289], [3.181, -3.268, 4.199], [0.489, -2.742, 4.000], [-1.024, -1.810, 2.289], [3.628, -0.375, 2.328], [4.192, 0.745, 0.659], [5.529, 2.938, -0.422], [5.119, 3.090, -2.138], [6.692, 1.414, -1.828], [2.736, 3.267, -2.476], [0.467, 2.458, -1.964], [-0.155, -3.822, -0.818], [-0.058, -2.829, -1.908], [-0.456, -1.561, -1.847], [-0.203, -1.003, -3.072], [0.350, -1.950, -3.881], [0.427, -3.087, -3.133], [-0.561, -3.344, 0.073], [0.823, -4.246, -0.591], [-0.807, -4.648, -1.106], [-0.440, 0.028, -3.287], [0.670, -1.914, -4.902], [0.789, -3.975, -3.452]]}


{"formula": "C24H35N7O8S", "method": "wB97M-V/def2-TZVPD", "homo_lumo_gap_ev": 7.865, "e_above_lowest_kcal_mol": 0.00, "homo_energy_ev": -7.68, "smiles": "C[N+](=O)[O-].C[N+](=O)[O-].O=S1(=O)OCCO1.c1cc[nH]c1.c1cc[nH]c1.c1cc[nH]c1.c1cc[nH]c1.c1cc[nH]c1", "symbols": ["C", "N", "O", "O", "H", "H", "H", "C", "N", "O", "O", "H", "H", "H", "O", "S", "O", "O", "C", "C", "O", "H", "H", "H", "H", "C", "C", "C", "N", "C", "H", "H", "H", "H", "H", "C", "C", "C", "N", "C", "H", "H", "H", "H", "H", "C", "C", "C", "N", "C", "H", "H", "H", "H", "H", "C", "C", "C", "N", "C", "H", "H", "H", "H", "H", "C", "C", "C", "N", "C", "H", "H", "H", "H", "H"], "coordinates": [[14.817, 2.192, -14.033], [15.846, 1.839, -13.013], [17.006, 2.106, -13.268], [15.456, 1.275, -12.012], [14.400, 1.231, -14.322], [15.262, 2.719, -14.865], [14.047, 2.793, -13.559], [11.277, 2.313, -17.630], [11.464, 1.228, -16.608], [12.581, 1.086, -16.128], [10.502, 0.562, -16.306], [10.226, 2.573, -17.604], [11.573, 1.844, -18.566], [11.917, 3.143, -17.360], [7.886, 2.090, -15.957], [6.492, 2.003, -16.178], [5.618, 2.960, -15.615], [6.264, 1.912, -17.762], [5.620, 0.699, -18.130], [5.861, -0.281, -16.996], [5.972, 0.551, -15.831], [4.542, 0.800, -18.282], [6.023, 0.384, -19.093], [6.753, -0.903, -17.077], [5.006, -0.940, -16.864], [10.359, 5.623, -17.319], [9.900, 5.563, -15.972], [8.582, 5.207, -16.003], [8.213, 5.104, -17.319], [9.291, 5.333, -18.123], [11.384, 5.750, -17.628], [10.500, 5.818, -15.114], [7.825, 5.055, -15.254], [7.282, 4.881, -17.622], [9.218, 5.227, -19.193], [8.921, -0.133, -18.997], [8.836, -0.035, -20.415], [9.059, -1.284, -20.942], [9.387, -2.112, -19.888], [9.352, -1.408, -18.711], [8.657, 0.634, -18.289], [8.482, 0.806, -20.991], [9.088, -1.679, -21.942], [9.655, -3.078, -19.960], [9.717, -1.848, -17.797], [12.820, -4.005, -14.305], [12.497, -3.032, -13.330], [12.738, -1.802, -13.879], [13.099, -1.998, -15.192], [13.235, -3.337, -15.428], [12.796, -5.073, -14.166], [12.136, -3.192, -12.327], [12.609, -0.797, -13.516], [13.367, -1.251, -15.810], [13.661, -3.743, -16.330], [16.500, 3.342, -17.866], [15.218, 2.708, -17.903], [15.039, 2.243, -19.173], [16.153, 2.543, -19.918], [17.029, 3.231, -19.125], [17.092, 3.719, -17.049], [14.492, 2.628, -17.110], [14.202, 1.721, -19.604], [16.322, 2.265, -20.867], [18.025, 3.483, -19.451], [14.759, -2.993, -18.799], [14.826, -1.651, -18.353], [13.601, -1.069, -18.553], [12.788, -2.023, -19.099], [13.473, -3.214, -19.211], [15.509, -3.763, -18.724], [15.721, -1.135, -18.043], [13.215, -0.066, -18.532], [11.879, -1.939, -19.521], [13.042, -3.949, -19.874]]}


{"formula": "C52H34N2O7S", "method": "wB97M-V/def2-TZVPD", "homo_lumo_gap_ev": 7.924, "homo_energy_ev": -9.05, "smiles": "O=C1c2ccccc2C(=O)c2ccccc21.O=C1c2ccccc2C(=O)c2ccccc21.O=C1c2ccccc2C(=O)c2ccccc21.CCOc1c(S)ccc2nccnc12", "symbols": ["O", "C", "C", "C", "C", "C", "C", "C", "C", "O", "C", "C", "C", "C", "C", "C", "H", "H", "H", "H", "H", "H", "H", "H", "O", "C", "C", "C", "C", "C", "C", "C", "C", "O", "C", "C", "C", "C", "C", "C", "H", "H", "H", "H", "H", "H", "H", "H", "O", "C", "C", "C", "C", "C", "C", "C", "C", "O", "C", "C", "C", "C", "C", "C", "H", "H", "H", "H", "H", "H", "H", "H", "C", "C", "O", "C", "C", "S", "C", "C", "C", "N", "C", "C", "N", "C", "H", "H", "H", "H", "H", "H", "H", "H", "H", "H"], "coordinates": [[-1.909, 2.622, -2.485], [-2.369, 2.357, -3.578], [-3.225, 3.335, -4.301], [-3.482, 4.574, -3.726], [-4.245, 5.507, -4.406], [-4.754, 5.209, -5.666], [-4.515, 3.970, -6.237], [-3.755, 3.027, -5.556], [-3.521, 1.693, -6.174], [-4.026, 1.406, -7.240], [-2.648, 0.722, -5.460], [-2.387, -0.516, -6.037], [-1.548, -1.415, -5.397], [-0.970, -1.080, -4.177], [-1.239, 0.146, -3.593], [-2.081, 1.049, -4.227], [-3.082, 4.809, -2.748], [-4.441, 6.473, -3.958], [-5.341, 5.945, -6.202], [-4.916, 3.737, -7.215], [-2.834, -0.774, -6.988], [-1.341, -2.377, -5.850], [-0.310, -1.776, -3.681], [-0.790, 0.401, -2.642], [3.921, 0.581, 2.872], [3.899, 1.764, 2.592], [4.838, 2.718, 3.242], [5.762, 2.245, 4.166], [6.666, 3.117, 4.749], [6.653, 4.467, 4.409], [5.723, 4.946, 3.501], [4.809, 4.076, 2.919], [3.804, 4.608, 1.957], [3.746, 5.797, 1.718], [2.879, 3.651, 1.294], [1.956, 4.122, 0.369], [1.108, 3.234, -0.277], [1.180, 1.873, -0.001], [2.092, 1.398, 0.932], [2.939, 2.285, 1.585], [5.776, 1.195, 4.427], [7.388, 2.746, 5.465], [7.368, 5.145, 4.857], [5.710, 5.996, 3.242], [1.902, 5.180, 0.150], [0.390, 3.602, -1.000], [0.523, 1.181, -0.511], [2.141, 0.339, 1.146], [-0.600, -3.245, 4.144], [-1.329, -2.387, 4.601], [-2.772, -2.663, 4.836], [-3.282, -3.924, 4.550], [-4.614, -4.205, 4.800], [-5.445, -3.228, 5.339], [-4.946, -1.964, 5.610], [-3.612, -1.675, 5.355], [-3.094, -0.308, 5.634], [-3.836, 0.566, 6.034], [-1.647, -0.038, 5.418], [-1.137, 1.223, 5.706], [0.215, 1.478, 5.539], [1.063, 0.472, 5.085], [0.557, -0.781, 4.784], [-0.798, -1.041, 4.943], [-2.635, -4.687, 4.135], [-5.008, -5.190, 4.580], [-6.484, -3.453, 5.546], [-5.594, -1.203, 6.025], [-1.796, 2.003, 6.064], [0.611, 2.459, 5.766], [2.121, 0.668, 4.962], [1.220, -1.559, 4.428], [-0.376, -4.912, -4.273], [0.868, -5.829, -4.196], [2.011, -5.273, -3.527], [1.726, -4.563, -2.400], [1.355, -5.154, -1.227], [1.152, -6.933, -1.097], [1.116, -4.365, -0.059], [1.255, -3.021, -0.119], [1.606, -2.341, -1.320], [1.682, -0.973, -1.267], [2.011, -0.500, -2.448], [2.291, -1.260, -3.617], [2.214, -2.567, -3.644], [1.842, -3.125, -2.458], [-1.120, -5.264, -3.548], [-0.151, -3.847, -4.200], [-0.818, -5.066, -5.271], [1.193, -6.015, -5.230], [0.578, -6.815, -3.807], [2.418, -7.415, -1.023], [0.815, -4.803, 0.890], [1.096, -2.426, 0.782], [2.073, 0.591, -2.539], [2.563, -0.754, -4.545]]}